Record 1
{"formula": "C4H12O2", "method": "wB97M-V/def2-TZVPD", "species": ["C", "C", "C", "C", "H", "H", "H", "H", "H", "H", "H", "H", "H", "H", "O", "H", "H", "O"], "positions_angstrom": [[-0.96, -1.16, -1.31], [0.47, -0.59, -1.17], [0.67, 0.54, -0.29], [1.63, -0.97, -2.04], [-1.16, -1.57, -2.39], [-1.82, -0.56, -1.06], [-1.00, -2.06, -0.51], [1.62, 1.12, 0.04], [-0.30, 1.08, -0.19], [2.45, -1.32, -1.46], [1.92, -0.24, -2.86], [1.21, -2.00, -2.37], [-1.13, 5.66, 0.10], [0.03, 5.03, -0.91], [-0.27, 5.13, 0.04], [-1.51, -1.95, 5.60], [-0.51, -3.26, 5.52], [-1.34, -2.88, 5.28]], "mulliken_charge": [-1.067, 0.714, -0.889, -0.973, 0.271, 0.385, 0.213, 0.269, 0.227, 0.338, 0.231, 0.281, 0.328, 0.330, -0.659, 0.331, 0.319, -0.651], "e_tot_ha": -309.9727, "lumo_energy_ha": 0.0306, "homo_energy_ha": -0.3115, "smiles": "C=C(C)C.O.O", "multiplicity": 1}

Record 2
{"formula": "C6H10F2", "method": "wB97M-V/def2-TZVPD", "species": ["C", "C", "C", "C", "C", "C", "F", "F", "H", "H", "H", "H", "H", "H", "H", "H", "H", "H"], "positions_angstrom": [[-2.53, 0.66, -0.07], [-2.03, -0.33, -0.79], [1.72, -0.04, -1.28], [1.01, 1.12, 0.79], [0.85, -1.36, 0.78], [1.24, -0.10, -0.06], [-3.58, 0.60, 0.80], [-2.60, -1.53, -0.68], [-1.95, 1.48, 0.10], [2.09, -0.88, -1.75], [-1.13, -0.36, -1.48], [1.85, 0.83, -1.99], [0.02, 1.12, 1.27], [0.93, 2.16, 0.16], [1.91, 1.28, 1.52], [-0.19, -1.12, 0.82], [1.40, -1.38, 1.73], [1.01, -2.15, 0.13]], "mulliken_charge": [-0.144, -0.067, -0.887, -1.036, -0.976, 0.596, -0.255, -0.259, 0.383, 0.320, 0.364, 0.256, 0.237, 0.256, 0.273, 0.249, 0.330, 0.360], "e_tot_ha": -434.2312, "lumo_energy_ha": 0.0312, "homo_energy_ha": -0.3555, "smiles": "C=C(C)C.F/C=C\\F", "multiplicity": 1}

Record 3
{"formula": "C5H7NS2", "method": "wB97M-V/def2-TZVPD", "species": ["C", "C", "C", "C", "C", "H", "H", "H", "H", "H", "H", "H", "N", "S", "S"], "positions_angstrom": [[-0.09, 0.49, 1.67], [-0.40, -0.44, 0.50], [-1.53, -0.05, -0.50], [-0.44, 0.15, -1.51], [1.86, -0.48, -0.78], [0.02, 1.52, 1.31], [0.89, 0.25, 2.08], [-0.86, 0.51, 2.46], [-0.39, -1.50, 0.86], [-2.36, -0.68, -0.78], [-2.00, 0.89, -0.18], [2.16, -0.08, -1.76], [0.54, -0.20, -0.59], [-0.32, 0.77, -3.02], [2.92, -1.16, 0.25]], "mulliken_charge": [-1.336, 0.119, -0.503, 0.091, -0.067, 0.387, 0.303, 0.341, 0.299, 0.311, 0.249, 0.248, 0.143, -0.317, -0.267], "e_tot_ha": -1045.8161, "lumo_energy_ha": -0.0313, "homo_energy_ha": -0.3237, "smiles": "C[C@H]1CC(=S)N1C=S", "multiplicity": 1}

Record 4
{"formula": "C6H16", "method": "wB97M-V/def2-TZVPD", "species": ["C", "C", "C", "C", "H", "H", "H", "H", "H", "H", "H", "H", "H", "H", "C", "C", "H", "H", "H", "H", "H", "H"], "positions_angstrom": [[0.10, -1.11, -0.83], [-0.42, -1.68, -2.15], [0.08, -2.19, 0.26], [1.50, -0.53, -0.98], [-0.57, -0.31, -0.50], [-1.45, -2.01, -2.04], [0.18, -2.54, -2.44], [0.76, -3.00, 0.00], [0.38, -1.76, 1.22], [-0.93, -2.61, 0.38], [1.50, 0.33, -1.65], [1.90, -0.23, -0.01], [2.19, -1.28, -1.39], [-0.40, -0.95, -2.96], [-0.80, 1.75, 1.69], [-0.40, 3.22, 1.57], [-1.53, 1.46, 0.93], [0.07, 1.11, 1.59], [-1.25, 1.55, 2.66], [0.34, 3.47, 2.33], [-1.28, 3.86, 1.72], [0.02, 3.44, 0.60]], "mulliken_charge": [1.275, -1.518, -1.426, -1.420, -0.178, 0.383, 0.341, 0.358, 0.347, 0.373, 0.347, 0.366, 0.367, 0.379, -0.602, -0.936, 0.247, 0.107, 0.334, 0.286, 0.287, 0.285], "e_tot_ha": -238.1962, "lumo_energy_ha": 0.0391, "homo_energy_ha": -0.4138, "smiles": "CC(C)C.CC", "multiplicity": 1}

Record 5
{"formula": "C28H20Cl2KN6S", "method": "wB97M-V/def2-TZVPD", "species": ["K", "C", "C", "C", "C", "N", "C", "N", "C", "N", "C", "N", "C", "C", "C", "C", "C", "N", "C", "C", "C", "C", "C", "C", "H", "H", "H", "H", "H", "H", "H", "H", "H", "H", "H", "H", "S", "C", "C", "C", "C", "C", "C", "C", "C", "C", "N", "H", "H", "H", "H", "H", "H", "Cl", "C", "Cl", "H", "H"], "positions_angstrom": [[0.82, 0.09, -0.17], [0.02, -2.82, 3.16], [-1.35, -2.86, 3.41], [-2.13, -1.82, 2.97], [-1.53, -0.73, 2.29], [-0.21, -0.71, 2.06], [0.52, -1.72, 2.49], [-2.34, 0.30, 2.00], [-2.14, 1.30, 1.19], [-1.24, 1.50, 0.21], [-1.58, 2.62, -0.46], [-1.01, 3.27, -1.43], [0.08, 2.93, -2.14], [0.62, 3.96, -2.95], [1.70, 3.69, -3.75], [2.23, 2.40, -3.75], [1.62, 1.45, -2.95], [0.58, 1.69, -2.17], [-2.80, 3.21, 0.12], [-3.55, 4.33, -0.20], [-4.63, 4.63, 0.61], [-4.93, 3.85, 1.72], [-4.19, 2.72, 2.03], [-3.13, 2.40, 1.20], [0.67, -3.61, 3.51], [-1.79, -3.69, 3.94], [-3.19, -1.79, 3.16], [1.58, -1.63, 2.30], [0.17, 4.94, -2.92], [2.13, 4.46, -4.39], [3.08, 2.14, -4.36], [1.99, 0.43, -2.93], [-3.28, 4.94, -1.06], [-5.25, 5.49, 0.38], [-5.76, 4.14, 2.35], [-4.43, 2.11, 2.89], [5.69, -1.75, -0.37], [5.87, -0.05, -0.27], [4.70, 0.62, -0.13], [3.52, -0.19, -0.13], [3.86, -1.49, -0.26], [3.04, -2.66, -0.34], [3.58, -3.95, -0.17], [2.76, -5.05, -0.27], [1.41, -4.86, -0.57], [0.97, -3.56, -0.72], [1.73, -2.49, -0.60], [6.86, 0.36, -0.35], [4.67, 1.70, -0.04], [4.63, -4.05, 0.02], [3.15, -6.05, -0.12], [0.75, -5.70, -0.70], [-0.07, -3.36, -0.96], [-1.98, -1.07, -1.29], [-2.92, -2.20, -0.32], [-3.41, -3.60, -1.28], [-3.82, -1.71, 0.04], [-2.30, -2.55, 0.51]], "mulliken_charge": [1.039, -0.606, -0.330, -0.287, -0.119, -0.205, -0.343, -0.383, -0.526, 0.128, -0.513, -0.438, 0.207, -0.638, -0.267, -0.811, -0.088, -0.183, 0.290, -0.086, -0.585, -0.575, -0.139, 0.299, 0.429, 0.389, 0.441, 0.487, 0.436, 0.373, 0.393, 0.409, 0.519, 0.383, 0.387, 0.516, -0.318, -0.220, -0.639, -0.607, 0.425, 0.363, -1.038, -0.418, -0.828, -0.253, 0.309, 0.398, 0.363, 0.323, 0.413, 0.403, 0.316, -0.030, -0.041, -0.192, 0.377, -0.108], "e_tot_ha": -3326.1223, "lumo_energy_ha": 0.0809, "homo_energy_ha": -0.1515, "multiplicity": 1, "total_charge": -1}

Record 6
{"formula": "C21H24O5S3SbTa", "method": "wB97M-V/def2-TZVPD", "species": ["Ta", "O", "C", "O", "C", "O", "O", "O", "C", "C", "C", "C", "C", "S", "C", "C", "C", "C", "S", "C", "C", "C", "C", "S", "H", "H", "H", "H", "H", "H", "H", "H", "H", "C", "C", "Sb", "C", "C", "C", "C", "H", "H", "H", "H", "H", "H", "H", "H", "H", "H", "H", "H", "H", "H", "H"], "positions_angstrom": [[0.49, -1.04, 1.10], [2.09, -4.53, 1.80], [1.43, -3.58, 1.89], [1.10, -2.76, 0.73], [0.84, -2.93, 3.18], [0.79, -3.47, 4.22], [0.42, -1.65, 2.92], [0.90, 0.37, -0.06], [2.15, 1.10, -0.52], [2.39, 0.71, -1.94], [2.75, -0.52, -2.41], [2.87, -0.55, -3.82], [2.57, 0.66, -4.38], [2.16, 1.83, -3.22], [3.18, 0.52, 0.43], [4.42, 0.03, 0.29], [4.91, -0.61, 1.49], [4.02, -0.62, 2.51], [2.60, 0.28, 2.07], [1.91, 2.56, -0.29], [0.78, 3.26, -0.59], [0.92, 4.65, -0.34], [2.16, 4.96, 0.14], [3.15, 3.58, 0.32], [2.95, -1.38, -1.78], [3.16, -1.41, -4.39], [2.59, 0.92, -5.43], [4.98, 0.08, -0.63], [5.90, -1.04, 1.57], [4.15, -0.98, 3.52], [-0.11, 2.81, -1.01], [0.15, 5.39, -0.52], [2.55, 5.93, 0.40], [-3.41, -3.43, 0.19], [-3.64, -2.20, 1.07], [-2.30, -0.61, 0.57], [-2.96, 1.19, 1.54], [-4.48, 1.26, 1.62], [-2.44, -0.34, -1.55], [-3.83, 0.11, -1.99], [-4.10, -4.21, 0.49], [-2.40, -3.82, 0.29], [-3.59, -3.21, -0.86], [-3.50, -2.41, 2.13], [-4.64, -1.79, 0.94], [-2.53, 2.01, 0.96], [-2.51, 1.20, 2.53], [-4.96, 1.22, 0.64], [-4.76, 2.20, 2.09], [-4.89, 0.46, 2.24], [-2.16, -1.29, -1.99], [-1.67, 0.39, -1.82], [-4.61, -0.58, -1.67], [-3.86, 0.16, -3.08], [-4.07, 1.10, -1.61]], "mulliken_charge": [0.993, -0.313, 0.553, -0.597, 0.555, -0.359, -0.673, 0.480, 3.370, -0.398, -0.520, -0.878, -0.417, 0.004, -1.140, -0.392, -0.537, -0.631, -0.101, -0.942, -0.329, -0.791, -0.510, -0.065, 0.621, 0.452, 0.479, 0.640, 0.523, 0.575, 0.616, 0.449, 0.484, -1.112, -0.620, 0.415, -0.615, -1.167, -0.613, -1.189, 0.389, 0.259, 0.337, 0.477, 0.426, 0.382, 0.508, 0.279, 0.408, 0.327, 0.500, 0.358, 0.319, 0.408, 0.322], "e_tot_ha": -2682.0869, "lumo_energy_ha": -0.3014, "homo_energy_ha": -0.5208, "multiplicity": 1, "total_charge": 2}

Record 7
{"formula": "C2H11N2O2", "method": "wB97M-V/def2-TZVPD", "species": ["C", "C", "N", "N", "H", "H", "H", "H", "H", "H", "H", "H", "H", "O", "H", "H", "O"], "positions_angstrom": [[0.57, -0.86, 0.00], [-0.22, -1.55, -0.81], [0.16, -2.58, -1.67], [0.16, 0.56, 0.26], [1.35, -1.15, 0.68], [-1.28, -1.27, -0.83], [-0.09, -2.36, -2.62], [0.17, -3.56, -1.44], [-0.74, 0.64, 0.74], [0.90, 0.98, 0.84], [0.30, 1.07, -0.62], [1.89, 2.82, 1.92], [3.17, 2.76, 1.10], [2.39, 2.23, 1.34], [-2.60, 1.47, 0.40], [-3.48, 0.27, 0.14], [-2.66, 0.52, 0.58]], "mulliken_charge": [-0.332, -0.134, -0.475, -0.158, 0.327, 0.345, 0.238, 0.234, 0.353, 0.269, 0.394, 0.327, 0.318, -0.672, 0.326, 0.323, -0.683], "e_tot_ha": -342.4963, "lumo_energy_ha": -0.1206, "homo_energy_ha": -0.4796, "multiplicity": 1, "total_charge": 1}

Record 8
{"formula": "C3H3IO2", "method": "wB97M-V/def2-TZVPD", "species": ["C", "C", "C", "O", "O", "I", "H", "H", "H"], "positions_angstrom": [[-0.52, 0.53, -0.07], [0.35, -2.21, 0.03], [0.38, 1.58, -0.02], [-1.67, 0.19, -0.13], [1.20, -2.99, 0.14], [-1.77, -2.76, 0.12], [0.87, 1.86, -1.04], [1.34, 1.34, 0.70], [-0.19, 2.45, 0.28]], "mulliken_charge": [0.555, 0.072, -0.854, -0.349, -0.248, -0.049, 0.291, 0.261, 0.322], "e_tot_ha": -564.1509, "lumo_energy_ha": [-0.0436, 0.0012], "homo_energy_ha": [-0.2727, -0.2967], "multiplicity": 1}